Computed, not measured: a molecular structure, C26H23NO3PtS at a distorted geometry, with ωB97M-V with the def2-TZVPD basis set.

For the calculated total energy, the calculation gives -1802.44517 hartree. As for the charge: -2. The value obtained for the highest occupied orbital energy is 0.62 eV. The spin multiplicity is 1. The gap between HOMO and LUMO is 4.2 eV. The LUMO energy comes out at 4.8 eV.

Last column: natural (NBO) charge in e.
Element x y z (Å)
Pt -0.28029 -0.13459 -0.67021  0.350
S 1.89228 -2.09067 2.84125  0.260
C 0.32872 -1.54917 3.34234  -0.474
C -0.33695 -0.93543 2.33031  -0.259
C 0.37456 -0.90367 1.08699  -0.348
C 1.60281 -1.47711 1.20840  0.085
C 2.83532 -0.43500 -0.54767  0.289
C 4.09514 -0.69442 -1.31558  -0.312
C 4.16280 -0.50133 -2.65036  -0.173
C 3.00119 -0.18672 -3.39861  -0.485
C 1.81281 -0.15747 -2.70027  0.102
N 1.67994 -0.27994 -1.37903  -0.611
H 0.00933 -1.71895 4.35994  0.203
H -1.32835 -0.52067 2.43984  0.220
H 4.95781 -0.95053 -0.71503  0.206
H 5.11535 -0.60151 -3.16354  0.183
H 3.03365 -0.02227 -4.46632  0.189
H 0.87875 -0.01894 -3.23117  0.200
O 5.13738 2.60105 1.30401  -0.703
C 4.09403 3.04690 0.57954  0.365
C 4.05454 4.39680 0.26262  -0.316
C 2.98839 4.92685 -0.44529  -0.179
C 1.93554 4.09721 -0.80787  -0.273
C 1.97001 2.74910 -0.51437  -0.137
C 3.06855 2.15813 0.12920  -0.196
C 3.27659 0.73295 0.38087  0.573
O 4.11534 0.41423 1.23874  -0.622
O 2.61928 -1.60455 0.32661  -0.540
H 4.90420 1.63353 1.48313  0.498
H 4.87730 5.02394 0.58567  0.202
H 2.96306 5.98626 -0.67354  0.191
H 1.07332 4.50347 -1.32302  0.204
H 1.09807 2.14706 -0.76067  0.267
C -2.80509 -1.94039 -1.86433  -0.612
C -3.30909 -0.83657 -0.92783  -0.180
C -4.51503 -0.17276 -1.60609  -0.597
C -2.20531 0.17471 -0.60198  -0.782
C -3.68817 -1.39585 0.44056  0.037
C -3.19790 -2.62507 0.90054  -0.223
C -3.46648 -3.07898 2.18217  -0.205
C -4.24301 -2.33134 3.05489  -0.273
C -4.73988 -1.10807 2.61819  -0.244
C -4.46946 -0.65435 1.33777  -0.179
H -2.69140 -1.53191 -2.86886  0.209
H -3.50681 -2.78603 -1.90192  0.169
H -1.82641 -2.28756 -1.53420  0.235
H -4.19406 0.27681 -2.54748  0.209
H -4.95219 0.61627 -0.99237  0.189
H -5.29448 -0.91658 -1.81517  0.179
H -2.65608 1.08086 -0.17171  0.131
H -2.56807 -3.22689 0.26113  0.218
H -3.04378 -4.02241 2.50919  0.195
H -4.44550 -2.68449 4.05963  0.188
H -5.33643 -0.49680 3.28796  0.186
H -4.85587 0.31283 1.04303  0.192